[1]
Formula: C4H9NO
Source: OMol25
Level of theory: wB97M-V/def2-TZVPD

```
15
Properties=species:S:1:pos:R:3:forces:R:3:nbo_charge:R:1
C -0.2557 0.9228 1.3767 -0.019 0.040 0.038 -0.630
C 0.3806 0.2084 0.1920 0.099 0.023 0.075 -0.061
C 0.7839 -1.2272 0.4953 -0.005 -0.041 -0.018 -0.627
N -0.5560 0.2149 -0.9549 -0.029 -0.153 0.254 -0.168
C -0.0972 -0.2705 -2.2922 -0.300 -0.023 -0.032 -0.163
O -0.3296 1.1781 -1.9403 0.004 0.232 -0.123 -0.400
H 0.4508 0.9683 2.2108 -0.091 -0.003 -0.139 0.230
H -1.1424 0.3791 1.7298 0.133 0.081 -0.069 0.204
H -0.5484 1.9460 1.1206 0.046 -0.129 0.017 0.223
H 1.2434 0.7656 -0.1812 -0.091 -0.086 0.030 0.233
H 1.1349 -1.6989 -0.4263 -0.026 0.032 0.166 0.250
H -0.0564 -1.8047 0.8996 0.097 0.094 -0.051 0.202
H 1.5900 -1.2359 1.2357 -0.137 0.002 -0.100 0.221
H -1.5420 0.2229 -0.6950 0.113 -0.127 -0.066 0.389
H -1.0559 -0.5691 -2.7705 0.208 0.057 0.018 0.098
```
Positions in Å, forces in eV/Å.

The total energy is -7826.7851 eV. The orbital gap comes out at 8.64 eV. The value obtained for the largest force on an atom is 0.30 eV/Å. The value obtained for the HOMO energy is -7.83 eV. Its energy above the lowest of the compared OMol25 structures with the same formula, charge and spin is 127.64 kcal per mole. The calculation puts the lowest unoccupied orbital energy at 0.808 eV.

[2]
Formula: C4H9NO
Source: OMol25
Level of theory: wB97M-V/def2-TZVPD

```
15
Properties=species:S:1:pos:R:3:forces:R:3:nbo_charge:R:1
C -0.6965 -0.1160 -1.1232 -0.082 -0.069 -0.055 -0.430
C -1.5912 -0.7476 1.5929 0.137 -0.287 0.181 -0.370
O -0.7364 0.2952 1.7778 -0.288 0.103 0.210 -0.349
C 0.1858 0.6610 0.9750 0.315 0.146 -0.339 0.307
N 0.4375 -0.0210 -0.1913 -0.041 0.084 0.139 -0.457
C 1.7074 0.2898 -0.8187 0.163 0.005 -0.066 -0.408
H -1.6227 0.1705 -0.6196 0.100 -0.057 -0.090 0.235
H -0.5319 0.5437 -1.9830 -0.035 -0.014 0.153 0.190
H -0.8154 -1.1455 -1.4754 0.045 0.144 -0.039 0.202
H -2.0930 -0.9688 2.5278 0.074 0.038 -0.115 0.166
H -1.1501 -1.5623 1.0198 -0.186 0.100 -0.024 0.151
H 0.7741 1.5166 1.2920 -0.056 -0.141 -0.040 0.165
H 1.7849 1.3521 -1.1063 -0.029 -0.154 0.014 0.177
H 1.8146 -0.3146 -1.7233 -0.009 0.058 0.147 0.211
H 2.5330 0.0467 -0.1446 -0.108 0.042 -0.077 0.209
```
Positions in Å, forces in eV/Å.

The total energy is -7827.6557 eV. The orbital gap (spin up / spin down) comes out at 7.67 / 7.13 eV. The value obtained for the largest force on an atom is 0.49 eV/Å. The value obtained for the HOMO energy (spin up / spin down) is -6.85 / -6.32 eV. Its energy above the lowest of the compared OMol25 structures with the same formula, charge and spin is 107.56 kcal per mole. The calculation puts the lowest unoccupied orbital energy (spin up / spin down) at 0.822 / 0.806 eV.

[3]
Formula: C4H9NO
Source: OMol25
Level of theory: wB97M-V/def2-TZVPD

```
15
Properties=species:S:1:pos:R:3:forces:R:3:nbo_charge:R:1
C 1.9931 0.4473 0.4904 2.573 0.543 4.512 -0.603
C 1.2625 -0.2100 -0.5698 3.010 -4.909 0.097 -0.236
C -1.0567 0.3808 -0.1497 -2.186 -7.320 0.506 0.714
C -2.4534 -0.2112 0.3223 -1.613 4.393 -13.553 -0.653
H 1.2786 1.1743 0.8361 0.513 1.483 0.005 0.218
H 2.0634 -0.1275 1.6558 0.205 0.841 -3.795 0.195
H 3.0685 0.8428 0.1550 -2.575 -0.638 0.985 0.223
H 1.9583 -1.1741 -0.8935 -2.182 1.751 0.772 0.171
H 1.3272 0.3436 -1.4277 -0.451 1.840 -2.250 0.196
H -0.3131 -1.5626 -0.7337 0.431 3.563 2.666 0.395
H -3.2992 0.4564 -0.1495 1.726 -0.654 1.670 0.215
H -2.2660 -0.1637 1.1842 1.074 -0.054 12.962 0.190
H -2.6580 -1.0699 -0.1704 -0.144 -3.351 -0.637 0.211
N -0.0382 -0.5933 -0.1287 -1.560 -4.460 -2.660 -0.673
O -0.8667 1.4669 -0.4207 1.178 6.972 -1.280 -0.562
```
Positions in Å, forces in eV/Å.

The total energy is -7828.0269 eV. The orbital gap comes out at 10.43 eV. As for the structure (SMILES): CCNC(C)=O. The value obtained for the largest force on an atom is 14.34 eV/Å. The value obtained for the HOMO energy is -9.67 eV. Its energy above the lowest of the compared OMol25 structures with the same formula, charge and spin is 99.00 kcal per mole. The calculation puts the lowest unoccupied orbital energy at 0.757 eV.

[4]
Formula: C4H9NO
Source: OMol25
Level of theory: wB97M-V/def2-TZVPD

```
15
Properties=species:S:1:pos:R:3:forces:R:3:nbo_charge:R:1
C 1.3848 0.3377 1.4426 0.045 -0.030 0.039 -0.618
C 0.2937 1.2255 0.8464 -0.018 0.107 0.136 -0.229
N -0.1063 0.7336 -0.4646 -0.028 -0.182 -0.001 -0.619
C -1.0806 -0.2319 -0.5296 -0.045 -0.085 0.069 0.676
O -1.9181 -0.3732 0.3458 0.272 0.032 -0.234 -0.624
C -1.0352 -1.1629 -1.7255 -0.020 -0.043 -0.050 -0.710
H 1.6468 0.6475 2.4592 -0.037 -0.001 -0.141 0.216
H 2.2954 0.3697 0.8310 -0.138 0.004 0.106 0.197
H 1.0378 -0.7014 1.4813 0.049 0.173 0.027 0.213
H -0.6038 1.2005 1.4685 0.152 0.052 -0.075 0.234
H 0.6258 2.2664 0.7710 -0.050 -0.154 -0.043 0.193
H 0.6093 0.7186 -1.1771 -0.122 -0.109 0.108 0.383
H -0.1269 -1.0629 -2.3277 -0.169 0.044 0.077 0.205
H -1.9132 -1.0225 -2.3610 0.097 0.045 0.111 0.240
H -1.0842 -2.1783 -1.3200 0.013 0.144 -0.127 0.243
```
Positions in Å, forces in eV/Å.

The total energy is -7832.0375 eV. The orbital gap comes out at 10.55 eV. As for the structure (SMILES): CCNC(C)=O. The value obtained for the largest force on an atom is 0.36 eV/Å. The value obtained for the HOMO energy is -9.61 eV. Its energy above the lowest of the compared OMol25 structures with the same formula, charge and spin is 6.51 kcal per mole. The calculation puts the lowest unoccupied orbital energy at 0.937 eV.

[5]
Formula: C4H9NO
Source: OMol25
Level of theory: wB97M-V/def2-TZVPD

```
15
Properties=species:S:1:pos:R:3:forces:R:3:nbo_charge:R:1
C -1.7303 0.4282 0.4060 -0.008 -0.015 0.041 -0.670
C -1.3109 -0.7336 -0.4562 0.043 -0.180 -0.015 -0.196
C -0.3305 -1.5961 -0.1778 -0.177 0.052 -0.051 -0.420
N 1.5836 0.3830 1.0432 0.194 0.375 -0.211 -0.753
C 2.0288 0.9039 -0.0239 0.090 0.113 0.349 0.425
O 1.5015 0.6767 -1.2291 -0.195 0.012 0.104 -0.688
H -2.0111 1.2873 -0.2147 0.040 -0.144 0.086 0.214
H -2.6076 0.1693 1.0092 0.070 0.027 -0.079 0.223
H -0.9253 0.7371 1.0804 -0.136 -0.156 -0.099 0.238
H 0.6920 0.1381 -1.1001 0.191 -0.098 -0.036 0.507
H -1.8716 -0.8744 -1.3802 0.101 0.083 0.034 0.195
H -0.0387 -2.3652 -0.8890 -0.242 -0.032 0.123 0.200
H 0.2459 -1.5272 0.7393 -0.101 0.050 -0.218 0.229
H 2.0961 0.7160 1.8519 0.145 0.020 -0.045 0.353
H 2.8677 1.6007 -0.0966 -0.016 -0.106 0.015 0.142
```
Positions in Å, forces in eV/Å.

The total energy is -7830.5621 eV. The orbital gap comes out at 10.67 eV. As for the structure (SMILES): [H]/N=C/O.C=CC. The value obtained for the largest force on an atom is 0.47 eV/Å. The value obtained for the HOMO energy is -9.61 eV. Its energy above the lowest of the compared OMol25 structures with the same formula, charge and spin is 40.54 kcal per mole. The calculation puts the lowest unoccupied orbital energy at 1.061 eV.

[6]
Formula: C4H9NO
Source: OMol25
Level of theory: wB97M-V/def2-TZVPD

```
15
Properties=species:S:1:pos:R:3:forces:R:3:nbo_charge:R:1
C -0.7980 -1.5427 0.2767 -0.017 -0.075 0.058 -0.597
C -0.5472 -0.3965 -0.7133 0.005 -0.002 -0.087 -0.470
C 0.3556 0.6368 -0.0891 0.219 0.000 0.079 0.234
N 1.6077 0.4591 0.0903 -0.547 0.251 0.026 -0.155
O 2.0194 -0.7632 -0.4502 0.255 -0.255 0.036 -0.591
C -0.2330 1.9241 0.4143 0.012 0.036 0.040 -0.648
H 0.1481 -2.0334 0.5195 -0.189 0.059 -0.021 0.224
H -1.2388 -1.1708 1.2087 0.032 -0.045 -0.147 0.201
H -1.4771 -2.2886 -0.1478 0.076 0.119 0.047 0.209
H -0.0769 -0.7938 -1.6184 -0.073 0.062 0.115 0.234
H -1.4941 0.0717 -1.0041 0.148 -0.033 0.056 0.208
H 2.9080 -0.8655 -0.0936 -0.012 0.073 -0.112 0.478
H 0.4277 2.3956 1.1452 -0.060 -0.062 -0.133 0.234
H -0.3909 2.6257 -0.4138 -0.005 -0.133 0.083 0.225
H -1.2104 1.7416 0.8755 0.156 0.005 -0.038 0.215
```
Positions in Å, forces in eV/Å.

The total energy is -7830.1230 eV. The orbital gap comes out at 10.48 eV. As for the structure (SMILES): CC/C(C)=N\O. The value obtained for the largest force on an atom is 0.60 eV/Å. The value obtained for the HOMO energy is -9.42 eV. Its energy above the lowest of the compared OMol25 structures with the same formula, charge and spin is 50.66 kcal per mole. The calculation puts the lowest unoccupied orbital energy at 1.058 eV.

[7]
Formula: C4H9NO
Source: OMol25
Level of theory: wB97M-V/def2-TZVPD

```
15
Properties=species:S:1:pos:R:3:forces:R:3:nbo_charge:R:1
C 1.2100 -0.5405 1.5474 -11.672 6.742 1.198 -0.484
C 1.1108 -0.4314 0.0198 2.552 -2.176 1.424 -0.482
C -0.1603 0.1822 -0.4705 -0.714 -0.741 -1.688 0.205
C -1.1729 -0.5565 -1.3421 1.548 -7.183 15.983 -0.579
H 1.9905 -0.8338 1.8833 9.696 -4.895 3.591 0.147
H 0.2173 -1.0388 2.1917 2.945 1.155 -2.355 0.203
H 1.3406 0.6053 2.3541 -0.889 -2.675 -3.023 0.162
H 2.1179 -0.0351 -0.3474 -1.717 0.416 0.229 0.240
H 1.3399 -1.5321 -0.2042 -1.318 1.192 -0.529 0.224
H -2.3913 -0.3372 -0.8900 3.569 -1.271 -0.310 0.222
H -1.4045 -0.1419 -2.0528 -2.947 7.243 -14.342 0.173
H -0.7983 -1.6074 -1.3004 -1.194 0.727 -0.801 0.220
H -1.6553 2.9071 -0.3994 1.210 -2.880 -0.804 0.487
N -0.2779 1.3904 -0.1815 -1.182 2.933 0.104 -0.116
O -1.4666 1.9699 -0.8079 0.114 1.415 1.321 -0.622
```
Positions in Å, forces in eV/Å.

The total energy is -7824.3948 eV. The orbital gap comes out at 10.66 eV. The value obtained for the largest force on an atom is 17.59 eV/Å. The value obtained for the HOMO energy is -9.71 eV. Its energy above the lowest of the compared OMol25 structures with the same formula, charge and spin is 182.76 kcal per mole. The calculation puts the lowest unoccupied orbital energy at 0.950 eV.

[8]
Formula: C4H9NO
Source: OMol25
Level of theory: wB97M-V/def2-TZVPD

```
15
Properties=species:S:1:pos:R:3:forces:R:3:nbo_charge:R:1
C -2.5759 -0.0999 -0.2238 -0.024 0.016 -0.030 -0.624
C -1.2994 -0.6411 0.3899 -0.119 -0.185 -0.079 -0.086
O -0.5501 0.4559 0.9355 0.067 0.044 -0.014 -0.504
C 0.7342 0.5887 0.5711 0.188 -0.136 -0.159 0.422
N 1.3584 -0.2008 -0.1890 -0.254 0.289 0.273 -0.524
C 2.7400 0.1390 -0.4928 0.221 0.028 -0.064 -0.435
H -3.1554 0.4702 0.5097 0.094 -0.102 -0.102 0.212
H -2.3479 0.5553 -1.0698 -0.022 -0.069 0.107 0.211
H -3.1934 -0.9273 -0.5898 0.082 0.113 0.070 0.213
H -1.5201 -1.3197 1.2196 0.045 0.060 -0.075 0.179
H -0.6865 -1.1712 -0.3416 -0.102 0.090 0.102 0.215
H 1.1490 1.4919 1.0365 0.003 -0.119 -0.092 0.142
H 3.1378 -0.5870 -1.2055 -0.050 0.102 0.104 0.203
H 3.3802 0.1126 0.3988 -0.117 -0.012 -0.105 0.189
H 2.8291 1.1334 -0.9488 -0.012 -0.119 0.065 0.186
```
Positions in Å, forces in eV/Å.

The total energy is -7830.8115 eV. The orbital gap comes out at 10.69 eV. As for the structure (SMILES): CCO/C=N/C. The value obtained for the largest force on an atom is 0.47 eV/Å. The value obtained for the HOMO energy is -9.54 eV. Its energy above the lowest of the compared OMol25 structures with the same formula, charge and spin is 34.79 kcal per mole. The calculation puts the lowest unoccupied orbital energy at 1.144 eV.

[9]
Formula: C4H9NO
Source: OMol25
Level of theory: wB97M-V/def2-TZVPD

```
15
Properties=species:S:1:pos:R:3:forces:R:3:nbo_charge:R:1
C -1.5149 -0.8783 -0.1090 -0.147 -0.112 0.010 -0.412
N -0.3908 -0.1201 0.4121 0.018 0.063 -0.056 -0.427
C -0.5800 1.2989 0.1533 -0.006 0.193 0.004 -0.423
C 0.8428 -0.6353 -0.1519 0.070 -0.115 -0.118 -0.337
C 2.0810 0.1117 0.2869 0.257 -0.062 -0.106 0.436
O 3.1090 0.1065 -0.3458 -0.429 0.044 0.295 -0.512
H -1.6183 -0.7704 -1.2064 0.030 -0.020 0.157 0.165
H -2.4464 -0.5357 0.3528 0.156 -0.052 -0.035 0.204
H -1.3857 -1.9417 0.1172 -0.028 0.147 -0.015 0.202
H -1.5207 1.6212 0.6117 0.148 -0.047 -0.086 0.207
H 0.2228 1.8883 0.6083 -0.110 -0.101 -0.092 0.200
H -0.6197 1.5469 -0.9242 0.007 -0.103 0.108 0.168
H 0.8466 -0.6649 -1.2572 -0.027 0.052 0.090 0.189
H 0.9719 -1.6733 0.1958 0.003 0.179 -0.108 0.228
H 2.0024 0.6463 1.2563 0.056 -0.067 -0.049 0.112
```
Positions in Å, forces in eV/Å.

The total energy is -7830.5995 eV. The orbital gap comes out at 10.12 eV. As for the structure (SMILES): CN(C)CC=O. The value obtained for the largest force on an atom is 0.52 eV/Å. The value obtained for the HOMO energy is -9.13 eV. Its energy above the lowest of the compared OMol25 structures with the same formula, charge and spin is 39.67 kcal per mole. The calculation puts the lowest unoccupied orbital energy at 0.990 eV.

[10]
Formula: C4H9NO
Source: OMol25
Level of theory: wB97M-V/def2-TZVPD

```
15
Properties=species:S:1:pos:R:3:forces:R:3:nbo_charge:R:1
C -1.1293 -0.5504 -0.8614 -0.726 1.342 1.161 -0.376
N 0.1743 -0.3057 -0.4223 0.513 0.509 0.321 -0.465
C 1.3641 -0.7136 -1.1205 0.145 0.206 -0.252 -0.408
C 0.2174 0.8015 0.4454 1.577 -0.312 0.425 0.638
O 1.0060 1.7050 0.2621 -0.080 0.087 0.099 -0.590
C -0.4741 0.6681 1.8265 -0.071 0.123 -0.145 -0.701
H -1.2376 -1.6606 -1.1076 -0.923 1.146 1.294 0.199
H -1.4356 0.5119 -0.0557 -1.716 -3.537 -0.917 0.209
H -1.6564 0.0017 -1.6281 0.963 0.276 -1.279 0.179
H 1.6138 0.0272 -1.8797 0.257 -0.098 -0.178 0.203
H 1.1884 -1.6836 -1.6040 -0.017 0.209 0.164 0.203
H 2.1920 -0.7922 -0.4091 -0.088 -0.011 -0.203 0.211
H 0.3486 0.6726 2.5544 -0.154 -0.030 -0.220 0.241
H -1.0847 -0.2292 1.9638 0.227 0.153 -0.216 0.227
H -1.0870 1.5474 2.0365 0.097 -0.062 -0.054 0.231
```
Positions in Å, forces in eV/Å.

The total energy is -7828.5936 eV. The orbital gap comes out at 9.67 eV. The value obtained for the largest force on an atom is 4.04 eV/Å. The value obtained for the HOMO energy is -8.97 eV. Its energy above the lowest of the compared OMol25 structures with the same formula, charge and spin is 85.93 kcal per mole. The calculation puts the lowest unoccupied orbital energy at 0.698 eV.